Density functional theory data (the ωB97M-V functional and the def2-TZVPD basis) for a structure of composition C24H15F6N2O2SSeY in a non-equilibrium geometry.

XYZ file:
```
52
Properties=species:S:1:pos:R:3:mulliken_charge:R:1
Y -0.93991 1.16394 0.01396 0.9403
C 4.59310 -5.02927 -0.00867 -1.4618
C 3.86405 -3.71738 -0.29240 0.8463
C 2.56904 -3.68174 -0.93392 -0.5979
C 1.81268 -2.55248 -1.18137 -0.3178
C 2.47631 -1.38043 -0.88949 0.2829
C 3.76473 -1.34083 -0.32656 -0.8592
C 4.45253 -2.49752 0.02145 -0.6882
S 1.68545 0.16700 -1.06141 1.6027
O 0.30250 0.01021 -1.69776 -0.7331
O 2.60641 0.99133 -1.81794 -0.7472
N 1.39557 0.86031 0.33863 -0.8313
C 1.11389 0.03230 1.41631 0.8482
C 2.08090 -0.50384 2.33669 -0.4452
C 1.70766 -1.30078 3.34063 -0.3300
C 0.30660 -1.77480 3.42303 -0.7260
C -0.57268 -1.15978 2.61420 -0.4116
N -0.18577 -0.18738 1.69104 -0.2956
H 5.66315 -4.94647 -0.07886 0.3868
H 4.33237 -5.85790 -0.62247 0.4118
H 4.38236 -5.34301 1.05134 0.2755
H 2.10960 -4.66716 -1.17596 0.2924
H 0.75598 -2.66876 -1.44157 0.4611
H 4.22337 -0.36477 -0.14906 0.5280
H 5.35762 -2.53326 0.65834 0.3561
H 3.14529 -0.30076 2.19443 0.4909
H 2.39341 -1.57303 4.15733 0.4229
H 0.03313 -2.60239 4.04658 0.4484
H -1.62541 -1.33012 2.61589 0.4858
F -5.08170 -3.09840 0.04303 -0.3226
C -4.39204 -1.94742 -0.33542 0.4415
C -4.68297 -0.69960 0.23753 -0.4109
C -4.03960 0.40387 -0.27458 -0.7923
C -2.84079 0.20582 -0.91316 -0.2455
C -2.58612 -0.99981 -1.53751 -0.4022
C -3.34933 -2.09564 -1.25384 -0.4001
H -5.52262 -0.76966 0.93670 0.4330
H -4.39417 1.36600 -0.07818 0.6598
H -1.64885 -1.04267 -2.08977 0.4062
H -3.10703 -3.05358 -1.64383 0.4637
F -1.35284 7.21435 -3.04409 -0.2957
C -1.51318 6.41507 -1.96843 0.5606
C -0.62798 5.37813 -1.70423 -0.3182
F 0.49064 5.21397 -2.41732 -0.2753
C -0.95942 4.49346 -0.70782 0.6115
F -0.26494 3.30430 -0.66535 0.0384
C -2.05093 4.68836 0.15156 -0.2309
Se -2.69249 3.32649 1.26112 -0.3393
C -2.89218 5.74369 -0.12809 0.2923
F -3.90328 6.00847 0.74021 -0.2975
C -2.69568 6.61113 -1.19886 0.0491
F -3.69643 7.42242 -1.65208 -0.2605
```

Calculated values
Charge ... 0
HOMO energy ... -7.7 eV

***

Density functional theory data (the ωB97M-V functional and the def2-TZVPD basis) for a structure of composition C24H16O22PV in a non-equilibrium geometry.

XYZ file:
```
64
Properties=species:S:1:pos:R:3:mulliken_charge:R:1
O -0.16084 2.45432 -2.41194 -0.8746
V -0.65069 1.95182 -0.94110 1.4867
O -0.51097 3.19471 0.03637 -0.8487
P -1.39665 -2.33196 -0.22477 0.7781
O 0.05786 -1.76718 -0.33117 -0.4907
O -2.09869 -1.69096 -1.42902 -0.5560
O -1.87218 -1.39020 0.93637 -0.5319
O -1.40641 -3.84708 -0.24369 -0.7529
C 2.85256 -4.33277 -9.25246 -0.5529
C 2.61545 -3.10077 -9.82426 0.3514
C 2.11497 -1.95052 -9.06725 0.6005
O 1.63888 -0.97615 -9.64242 -0.6248
C 2.13340 -2.19600 -7.63631 -0.7583
C 2.44944 -3.38871 -7.06271 0.7520
C 2.87673 -4.61211 -7.84520 0.3637
O 3.17404 -5.80226 -7.42838 -0.5971
O 2.66429 -3.49851 -5.75333 -0.4432
O 2.74482 -2.92490 -11.23099 -0.5506
H 3.22037 -5.08368 -9.93601 0.3894
H 1.86200 -1.32980 -7.05112 0.3350
H 2.06186 -2.83263 -5.41377 0.3226
H 2.48403 -2.02900 -11.45674 0.3407
C -0.53403 -2.15050 7.40460 -0.8333
C 0.44737 -1.21194 7.16489 0.8524
C 1.36747 -0.64004 8.12926 0.3368
O 2.11916 0.27147 7.80509 -0.5499
C 1.25702 -1.33995 9.46129 -0.7805
C 0.33057 -2.25860 9.75932 0.4369
C -0.71710 -2.68191 8.75301 0.6729
O -1.56716 -3.50514 8.98630 -0.5914
O 0.27916 -2.79409 11.03230 -0.5460
O 0.49052 -0.59130 5.94088 -0.4400
H -1.11023 -2.60723 6.61353 0.4015
H 1.97756 -1.10014 10.22920 0.3958
H -0.41085 -3.45966 11.08237 0.3262
H -0.30136 -0.80441 5.44176 0.3183
C -8.10457 4.51664 -2.54865 -0.4015
C -9.41028 4.67823 -2.99241 0.7666
C -10.20472 3.52935 -3.49808 0.4547
O -11.37626 3.69446 -3.76018 -0.5914
C -9.50719 2.30044 -3.56319 -0.8609
C -8.22804 2.21122 -3.05234 0.4975
C -7.38130 3.32128 -2.59601 0.2526
O -6.25636 3.28155 -2.15025 -0.5606
O -7.69600 0.94279 -2.98099 -0.5299
O -10.08192 5.84204 -2.70020 -0.4672
H -7.66550 5.37634 -2.06434 0.2818
H -10.01446 1.45696 -4.00777 0.4041
H -6.78177 0.98158 -2.69069 0.3518
H -9.42593 6.52785 -2.55549 0.3136
C 6.94855 0.44797 3.48682 -0.4799
C 6.07881 0.66136 2.51840 0.5341
C 5.61130 2.06352 2.17595 0.3462
O 4.98859 2.37099 1.13906 -0.5558
C 6.19739 3.04774 3.13335 -0.7211
C 7.09320 2.78588 4.09724 0.4553
C 7.64107 1.40318 4.20279 0.5896
O 8.48345 1.07367 5.07341 -0.6558
O 7.49104 3.69767 4.97360 -0.5357
O 5.60431 -0.40981 1.75924 -0.5151
H 7.12513 -0.59496 3.70480 0.4190
H 5.79089 4.04678 3.07784 0.3878
H 7.88171 3.27440 5.74160 0.3385
H 4.71651 -0.17133 1.48257 0.3440
```

Calculated values
Charge ... -2
HOMO energy ... -0.5 eV

***

Density functional theory data (the ωB97M-V functional and the def2-TZVPD basis) for a structure of composition C24H17Br4N3O6S3W in a non-equilibrium geometry.

XYZ file:
```
58
Properties=species:S:1:pos:R:3:mulliken_charge:R:1
W 0.47669 0.33302 0.75846 0.4146
C 0.98703 2.77023 3.06130 -0.8403
C 0.42879 3.50556 1.85115 -0.4715
S 1.09424 2.87310 0.31055 0.0591
C 2.87281 3.00102 0.51776 -0.6441
C 3.49138 2.08446 -0.52591 -0.8829
S 2.82252 0.39478 -0.55181 0.2404
C 4.06334 -0.64036 0.27285 -0.8005
C 3.72354 -0.99846 1.69886 -0.6383
S 1.54593 1.07494 2.70262 -0.2132
H 0.23422 2.72562 3.84803 0.4836
H 1.86326 3.26619 3.47812 0.4666
H 0.58460 4.58252 1.91432 0.5931
H -0.64520 3.34256 1.75445 0.2274
H 3.15678 2.72808 1.52946 0.3794
H 3.17551 4.03268 0.33108 0.5538
H 4.57134 2.02380 -0.40168 0.5175
H 3.30512 2.46805 -1.52919 0.4853
H 5.02586 -0.13256 0.21255 0.7069
H 4.12716 -1.53396 -0.34924 0.3649
H 3.74794 -0.13676 2.35462 0.3662
H 4.40917 -1.74263 2.08775 0.4333
Br 0.52810 -6.37314 -1.25862 -0.0962
C 1.12868 -4.89799 -0.28547 0.2126
C 2.11127 -5.03931 0.70989 0.2224
Br 2.81802 -6.72548 1.07374 -0.0873
C 2.55308 -3.93597 1.45481 -0.1700
Br 3.68701 -4.15830 2.92759 -0.0939
C 2.04290 -2.67887 1.15241 0.3938
O 2.35952 -1.48333 1.75227 -0.4056
C 1.04025 -2.57658 0.20310 0.1742
O 0.48342 -1.34125 0.03836 0.9007
C 0.56283 -3.64782 -0.52968 -0.5976
Br -0.80633 -3.35986 -1.76600 -0.0462
N -0.71606 -0.37546 2.15828 -0.5078
C -1.76858 -0.17912 2.67587 0.7581
C -2.94092 0.11957 3.23848 0.2139
C -2.93538 0.96489 4.39073 -0.0003
N -2.88011 1.69719 5.27516 -0.3565
C -4.12262 -0.30055 2.54699 0.0185
N -5.02942 -0.60070 1.90743 -0.3672
O 0.16034 0.78986 -1.26049 -0.4535
C -1.09332 0.97866 -1.03233 1.4270
O -1.23459 1.21394 0.28006 -0.6479
C -2.15134 0.80461 -1.92912 -0.2238
C -3.46975 0.88627 -1.43672 -0.5870
C -4.55505 0.67559 -2.26504 -1.1804
C -4.25800 0.40214 -3.58882 1.0508
O -5.12771 0.16594 -4.56032 -0.4446
C -4.36915 -0.00576 -5.78467 -0.2308
O -2.98921 0.00975 -5.40413 -0.4694
C -2.94784 0.31920 -4.08803 0.7073
C -1.86633 0.50818 -3.29449 -0.9676
H -3.64075 1.10580 -0.39124 0.4870
H -5.57311 0.71811 -1.90647 0.4850
H -4.58319 0.83048 -6.44562 0.2855
H -4.62405 -0.96823 -6.21666 0.2757
H -0.85463 0.43568 -3.66736 0.5199
```

Calculated values
Charge ... +2
Energy above the lowest of the compared OMol25 structures with the same formula, charge and spin ... 1.856 eV
HOMO energy ... -13.8 eV

***

Density functional theory data (the ωB97M-V functional and the def2-TZVPD basis) for a structure of composition C24H17BrCl5N3O3Ru.

XYZ file:
```
54
Properties=species:S:1:pos:R:3:mulliken_spin:R:1
Ru 0.27761 0.11366 -0.05938 0.8548
Cl -1.59427 -4.89396 -4.84894 0.0028
C -0.83892 -3.70882 -3.84062 0.0202
C 0.29505 -3.03021 -4.29948 -0.0129
C 0.90354 -2.08773 -3.50774 0.0261
C 0.39774 -1.76975 -2.23894 0.0055
O 1.04707 -0.84235 -1.54593 0.1297
C -0.73941 -2.46442 -1.77207 -0.0066
C -1.31862 -2.29701 -0.47034 -0.0009
N -0.97769 -1.40791 0.39682 0.0047
C -1.58904 -1.31162 1.67839 0.0152
C -2.45064 -2.21307 2.24198 0.0033
C -3.00527 -1.96599 3.51566 -0.0017
C -2.69663 -0.83325 4.21194 0.0033
C -1.79818 0.10988 3.66103 0.0033
C -1.41408 1.30237 4.31668 0.0108
C -0.52823 2.15230 3.72138 -0.0036
C -0.01343 1.81917 2.45791 0.0122
N -0.35163 0.71969 1.82450 -0.0249
C -1.24495 -0.14272 2.39823 -0.0126
C -1.33882 -3.43915 -2.59613 -0.0103
H 0.68745 -3.25417 -5.28215 -0.0001
H 1.77980 -1.55522 -3.85066 0.0005
H -2.11285 -2.99520 -0.21827 0.0009
H -2.71966 -3.12679 1.73081 0.0005
H -3.68562 -2.69261 3.93746 0.0000
H -3.12573 -0.64808 5.18784 -0.0001
H -1.82963 1.52847 5.29078 0.0002
H -0.21984 3.07259 4.19500 0.0002
H 0.68229 2.47538 1.95017 0.0011
H -2.20819 -3.97667 -2.23925 -0.0008
Cl 2.23878 -1.28057 1.12204 -0.0031
C 2.80074 -0.97774 2.79686 -0.0021
Cl 1.54607 -1.26658 3.98992 0.0000
H 3.13102 0.05265 2.85685 0.0001
H 3.61652 -1.67206 2.95851 -0.0003
Br 5.49300 2.50059 -1.01503 0.0000
C 3.62853 2.72720 -1.03228 0.0001
C 3.05277 3.91720 -1.44589 0.0003
C 1.67214 4.00795 -1.43717 0.0006
C 0.92111 2.92569 -1.01737 -0.0006
N 1.48612 1.78129 -0.61070 -0.0201
C 2.82049 1.68211 -0.62769 -0.0019
H 3.66941 4.74440 -1.76928 -0.0001
H 1.17123 4.91004 -1.75776 -0.0001
H -0.15724 2.96658 -1.00891 0.0071
H 3.24808 0.73600 -0.33082 0.0013
Cl -2.65480 2.83970 -2.98298 0.0000
C -3.26404 1.53617 -1.94217 -0.0012
Cl -3.55875 0.05135 -2.85467 0.0001
C -2.25703 1.30559 -0.81288 -0.0023
O -2.52493 1.64498 0.31892 0.0003
O -1.15810 0.75709 -1.23182 0.0012
H -4.20498 1.86548 -1.51901 -0.0001
```

Calculated values
2S+1 ... 2
⟨S²⟩ ... 0.76
Charge ... +1
Energy above the lowest of the compared OMol25 structures with the same formula, charge and spin ... 0.000 eV
HOMO energy (spin up / spin down) ... -10.8 / -10.9 eV

***

| no. | calculated total energy (Eh) |
| --- | --- |
| 1 | -4620.65198 |
| 2 | -3864.55775 |
| 3 | -13097.57701 |
| 4 | -6284.50783 |